<1>
The following is a DFT calculation (ωB97M-V/def2-TZVPD) of an isolated molecule of C6H11N.

The geometry in XYZ format:
```
18
Properties=species:S:1:pos:R:3:mulliken_charge:R:1
C 0.2782 2.3943 1.1143 -0.812
C 0.2729 1.9622 -0.1480 -0.140
C 0.2817 0.4774 -0.3946 0.065
C 1.2808 -0.2286 0.1827 -0.234
C 1.3344 -1.7192 0.0001 -1.153
N -0.8114 -0.0916 -1.0186 -0.216
C -1.8380 -0.9039 -0.3693 -0.969
H 0.4731 3.4373 1.3501 0.269
H 0.2030 1.6889 1.9290 0.305
H 0.3037 2.6199 -1.0093 0.327
H 1.9740 0.2296 0.8709 0.455
H 2.2798 -2.2117 0.1735 0.374
H 0.8198 -1.9755 -0.9316 0.291
H 0.5566 -2.1729 0.6547 0.235
H -0.9365 -0.2932 -2.0004 0.232
H -1.7387 -0.8801 0.7232 0.329
H -1.9366 -1.9567 -0.6357 0.302
H -2.7972 -0.3764 -0.4907 0.340
```

gap between HOMO and LUMO	0.3494	Ha
highest occupied orbital energy	-0.3106	Eh
E_LUMO	1.058	eV
SMILES	C=C/C(=C/C)NC
net charge	0

<2>
The following is a DFT calculation (ωB97M-V/def2-TZVPD) of a structure of composition C6H11N.

The geometry in XYZ format:
```
18
Properties=species:S:1:pos:R:3:mulliken_charge:R:1
C 1.6124 0.7644 0.9917 -0.747
C 0.2962 0.3000 1.5314 -0.464
C -0.7802 0.3631 0.4349 -0.902
C -0.6362 -0.7104 -0.6437 0.793
C -1.6153 -0.5002 -1.8077 -1.444
C 0.7825 -0.8712 -1.1959 -0.679
N 1.7271 -0.2738 -0.5975 -0.070
H 2.6549 -0.0175 -0.3994 0.242
H 1.6423 1.8332 0.7235 0.293
H 2.4702 0.5557 1.6691 0.400
H 0.4061 -0.7341 1.8876 0.267
H -0.0360 0.8895 2.3935 0.323
H -1.7698 0.2624 0.8915 0.346
H -0.7474 1.3557 -0.0380 0.309
H -0.8711 -1.6918 -0.1959 0.216
H -2.6527 -0.4704 -1.4520 0.350
H -1.4100 0.4483 -2.3178 0.370
H -1.5218 -1.3060 -2.5428 0.395
```

gap between HOMO and LUMO	0.3019	Ha
highest occupied orbital energy	-0.2640	Eh
E_LUMO	1.029	eV
net charge	0

<3>
The following is a DFT calculation (ωB97M-V/def2-TZVPD) of a cluster of 3 separate species, C6H11N in total.

The geometry in XYZ format:
```
18
Properties=species:S:1:pos:R:3:mulliken_charge:R:1
C -1.8587 -0.6638 -0.9217 -1.307
C -1.1192 -0.0706 0.2716 -0.377
C 0.4037 -0.0453 0.1394 1.257
C 1.0949 0.4991 1.3223 -1.071
C 0.9700 0.3124 -1.1116 -1.104
C 1.0603 -1.2849 0.8608 -0.093
N 1.3743 -2.3670 1.1625 -0.548
H -1.7160 -0.0548 -1.8198 0.349
H -2.9331 -0.6955 -0.7165 0.373
H -1.5247 -1.6841 -1.1381 0.341
H -1.3870 -0.6114 1.1868 0.378
H -1.4172 0.9760 0.4210 0.232
H 0.5991 0.5205 2.2884 0.359
H 2.1678 0.6608 1.2913 0.387
H 0.9161 2.1373 0.3955 0.149
H 2.0502 0.4225 -1.1819 0.383
H 0.4723 0.0187 -2.0308 0.279
H 0.8472 1.9300 -0.4190 0.011
```

gap between HOMO and LUMO (alpha / beta)	0.2898 / 0.2899	Ha
highest occupied orbital energy (alpha / beta)	-0.3008 / -0.3008	Eh
E_LUMO (alpha / beta)	-0.298 / -0.298	eV
net charge	0

<4>
The following is a DFT calculation (ωB97M-V/def2-TZVPD) of an isolated molecule of C6H11N.

The geometry in XYZ format:
```
18
Properties=species:S:1:pos:R:3:mulliken_charge:R:1
C -2.3708 -2.2512 1.7146 -0.842
C -1.1153 -2.1327 1.2075 -0.131
C -0.7237 -0.7293 1.0519 -0.262
C 0.1861 -0.4496 0.0242 -0.445
C 0.6688 0.9879 -0.2594 -0.321
N 1.6218 1.2457 -1.3486 -0.262
C 1.4020 2.5269 -1.9456 -0.772
H -2.8525 -1.4697 2.2579 0.221
H -2.8872 -3.1842 1.7928 0.277
H -0.4516 -2.8680 0.8245 0.367
H -1.2286 -0.0119 1.6476 0.363
H 0.6888 -1.2005 -0.6734 0.252
H -0.2166 1.6557 -0.4300 0.301
H 1.0025 1.2302 0.8684 0.173
H 2.6191 1.0211 -1.1891 0.222
H 0.2776 2.5120 -2.0641 0.273
H 1.7495 2.4517 -3.0003 0.330
H 1.6653 3.4326 -1.3533 0.256
```

gap between HOMO and LUMO	0.3365	Ha
highest occupied orbital energy	-0.2955	Eh
E_LUMO	1.116	eV
SMILES	C=C/C=C/CNC
net charge	0

The calculated energies rank the structures as follows, beginning with the most stable: <1>, <4>, <2>, <3>.